Formula: C20H27BaClNO2P
Source: OMol25
Level of theory: ωB97M-V/def2-TZVPD

Structure (XYZ):
```
53
Properties=species:S:1:pos:R:3:forces:R:3:lowdin_charge:R:1
Ba -0.4726 -0.2880 0.8458 1.1 1.0 0.0 1.847
Cl 0.9805 1.1695 7.8811 0.3 0.0 0.5 0.687
P 2.3594 -1.0590 -0.7346 0.0 0.5 0.1 0.735
O -1.5124 1.9683 1.8772 -0.5 -1.3 1.1 -0.164
O -2.5487 0.0202 2.3564 0.6 1.2 0.4 -0.240
N -2.4044 -1.3974 -2.5368 -1.2 -0.6 -1.2 -0.293
C 2.9995 0.5881 -1.3022 -0.2 -0.2 0.4 -0.323
C -0.4871 2.5076 -2.9228 -0.4 -0.5 0.3 -0.058
C 3.8805 -1.6861 0.0411 0.4 -0.3 0.0 -0.332
C 1.9278 2.4144 -2.7371 -0.2 -0.6 0.3 -0.053
C -1.4977 0.0733 4.9518 0.3 0.1 0.1 -0.023
C 2.4891 -1.9234 -2.3393 -0.2 -0.4 -0.1 -0.283
C 0.5535 0.7949 -1.5892 -0.7 -1.3 1.5 -0.270
C 0.7691 3.0039 -3.2555 0.3 0.0 0.0 -0.097
C 1.8012 1.2899 -1.8949 0.4 1.4 -0.9 -0.365
C -0.1036 2.3818 5.7303 -0.2 -0.4 0.0 -0.088
C -1.4369 -1.4089 -3.6289 -0.3 0.0 0.1 -0.060
C -0.8598 2.3830 4.5573 0.3 -0.2 0.4 -0.012
C -2.9955 -2.6964 -2.2591 0.1 0.3 0.0 -0.091
C -1.9574 1.1071 2.7132 -0.6 -0.1 -0.9 -0.742
C -1.9916 -0.6539 -1.4116 0.5 0.0 -0.1 -0.404
C -0.7202 0.0496 6.1111 0.0 0.5 0.0 -0.096
C -1.9648 0.8891 -1.6425 -0.3 -0.3 0.4 -0.165
C -1.5143 1.2189 4.1481 0.2 0.1 -0.1 -0.159
C -0.5976 1.3950 -2.0638 0.3 1.2 -0.9 -0.317
C -0.0093 1.2014 6.4871 -0.8 0.0 -1.1 -0.690
H -1.4077 2.9454 -3.3219 0.4 0.1 0.0 0.106
H 3.7393 -2.7528 0.2546 0.2 0.2 0.1 0.033
H 2.2347 -2.9794 -2.1798 0.1 0.1 -0.2 0.038
H 4.0537 -1.1466 0.9805 0.1 -0.2 -0.2 0.033
H -2.6227 -0.8884 -0.5252 0.0 -0.1 -0.6 0.091
H 0.5661 -2.2403 2.4888 -1.5 -1.1 -0.8 0.037
H -2.3273 -3.4031 -1.7233 0.0 0.1 -0.1 0.086
H 0.8538 3.8546 -3.9288 0.0 -0.1 0.1 0.095
H -0.0646 -2.6111 2.1340 1.7 0.7 1.1 0.026
H -0.9148 3.2714 3.9289 0.1 -0.3 0.1 0.124
H -0.4260 -1.7550 -3.3250 -0.3 0.1 0.0 0.079
H -2.3113 1.3916 -0.7065 0.3 -0.1 -0.5 0.103
H -2.7271 1.1363 -2.4005 0.2 -0.2 0.3 0.127
H 0.4328 3.2740 6.0403 -0.1 -0.2 0.0 0.105
H -2.0598 -0.8094 4.6375 0.3 0.3 0.0 0.120
H 2.9256 2.7842 -2.9795 -0.3 0.1 -0.1 0.102
H 3.8201 0.4373 -2.0203 -0.1 0.1 0.2 0.090
H 1.8028 -1.4966 -3.0798 0.2 0.0 0.2 0.030
H -1.3381 -0.3979 -4.0492 0.1 -0.3 0.1 0.095
H -1.8327 -2.0943 -4.3880 0.3 0.3 0.0 0.085
H -3.9093 -2.5672 -1.6603 0.2 -0.1 -0.2 0.090
H -0.9252 -1.0233 -1.2812 -0.5 0.5 0.1 0.003
H 4.7298 -1.5460 -0.6397 0.1 -0.1 0.3 0.038
H 3.5226 -1.8442 -2.7037 -0.2 -0.1 0.0 0.046
H -0.6463 -0.8546 6.7093 0.0 0.2 0.0 0.104
H -3.2561 -3.1358 -3.2281 -0.1 -0.1 0.3 0.081
H 3.4012 1.1085 -0.4153 0.0 0.0 -0.3 0.089
```
Forces are in eV/Å.

Values from the calculation:
* Kohn-Sham gap: 6.5011 eV
* net charge: 0
* LUMO energy: -0.27 eV